(1)
A 6-piece molecular cluster, C27H49N11O8S2 overall in a non-equilibrium geometry, computed with ωB97M-V/def2-TZVPD.

XYZ file:
```
97
Properties=species:S:1:pos:R:3
C 4.24633 -2.21122 -0.31019
C 4.22270 -1.08751 -1.34399
C 3.08887 -0.08703 -1.17397
C 2.39629 0.01144 0.02264
C 1.34965 0.91713 0.18348
C 1.03235 1.74796 -0.87989
C 1.71140 1.66522 -2.08660
C 2.73903 0.74350 -2.25583
C 3.49598 0.58097 -3.55729
S 3.21392 1.83833 -4.78688
O 3.76386 1.38298 -6.02862
O 3.64855 3.10045 -4.25133
S -0.28914 2.91229 -0.64558
C -1.38439 1.85564 0.28914
C -2.76371 1.84394 0.07523
C -3.42819 2.69911 -0.96376
C -4.03344 1.81791 -2.06314
C -2.90339 1.06212 -2.77746
C -2.66855 -0.36308 -2.28239
C -1.68443 -1.11597 -3.17245
C -1.29876 -2.43303 -2.53376
O -0.14025 -2.99709 -3.17555
C 1.03533 -2.78336 -2.40935
C -3.54585 0.96345 0.82973
C -2.94921 0.12587 1.76271
C -1.57615 0.14078 1.96532
C -0.77801 1.00233 1.22253
N 0.62385 1.01625 1.37923
H 3.23665 -2.56229 -0.11817
H 4.82691 -3.04437 -0.69543
H 4.71610 -1.87101 0.61019
H 4.11770 -1.53113 -2.33170
H 5.16664 -0.54528 -1.31927
H 2.64140 -0.61329 0.86785
H 1.40398 2.35410 -2.85419
H 4.57106 0.55134 -3.42548
H 3.15029 -0.34349 -4.02213
H 1.86226 1.92208 -4.88163
H -4.15603 3.36625 -0.50755
H -2.71542 3.34529 -1.46597
H -4.48835 2.48428 -2.79239
H -4.77645 1.13506 -1.66317
H -3.11316 1.01647 -3.84622
H -1.96403 1.60874 -2.67682
H -2.26544 -0.33716 -1.27001
H -3.62674 -0.88268 -2.25976
H -0.79408 -0.50826 -3.32463
H -2.16740 -1.32362 -4.12473
H -2.09339 -3.17174 -2.60029
H -1.06127 -2.25096 -1.48379
H 1.89338 -3.11794 -2.98101
H 1.00039 -3.31226 -1.45393
H 1.14614 -1.71863 -2.18523
H -4.61018 0.94552 0.66233
H -3.57958 -0.55065 2.31553
H -1.14997 -0.54073 2.68864
H 0.93197 0.34678 2.06811
N -1.06412 -7.88228 -2.07534
C -1.03766 -6.65263 -2.68720
N -0.18114 -5.74427 -2.13360
O -1.73535 -6.39870 -3.65187
H -0.50252 -8.11807 -1.28066
H -1.68443 -8.57008 -2.45773
H -0.13174 -4.82072 -2.56090
H 0.38801 -5.95173 -1.33574
N 0.10143 4.15328 2.65838
C -0.75162 5.17754 2.96490
N -0.40685 5.93063 4.05098
O -1.75837 5.39910 2.30908
H 0.93211 3.94713 3.17779
H -0.13153 3.58631 1.86001
H -1.01449 6.69489 4.30328
H 0.41138 5.76114 4.60230
N -2.41007 7.77240 7.74906
C -2.62994 7.81318 6.40042
N -3.89081 7.48494 5.99857
O -1.75561 8.12216 5.60679
H -3.11259 7.52314 8.41792
H -1.49144 8.01156 8.07064
H -4.07509 7.49901 5.01202
H -4.62478 7.22581 6.62879
N 8.28657 -4.38001 -2.05832
C 7.03736 -4.73236 -2.48532
N 7.00144 -5.55928 -3.57156
O 6.02372 -4.33483 -1.93471
H 9.13141 -4.69347 -2.49571
H 8.34482 -3.77325 -1.26264
H 6.09817 -5.83405 -3.90860
H 7.82017 -5.89651 -4.03985
N -4.53788 -2.78909 5.76117
C -4.32468 -1.61025 5.10047
N -3.34219 -0.81351 5.62363
O -4.96167 -1.28863 4.11455
H -4.02517 -3.07092 6.57403
H -5.25211 -3.39256 5.39985
H -3.16613 0.05924 5.16017
H -2.80456 -1.05399 6.43377
```

**SMILES string**: CCc1cc2c(cc1C[SH](=O)=O)Sc1c(CCCCCCOC)cccc1N2.NC(N)=O.NC(N)=O.NC(N)=O.NC(N)=O.NC(N)=O
**E_HOMO**: -7.75 eV
**LUMO energy**: 0.40 eV
**Frontier orbital gap**: 8.1478 eV

(2)
One molecule with the formula CH4FOP in a non-equilibrium geometry, computed with ωB97M-V/def2-TZVPD.

XYZ file:
```
8
Properties=species:S:1:pos:R:3
O -0.89786 -1.34147 -0.32871
C -0.56844 -0.01714 -0.14225
P 1.22366 0.26475 -0.69443
F 2.00813 0.01219 0.72638
H -1.03613 -1.61659 0.54348
H -1.23187 0.77257 -0.64261
H -0.63373 0.17492 0.87694
H 1.13623 1.75077 -0.33879
```

**Energy above the lowest of the compared OMol25 structures with the same formula, charge and spin**: 161.0 kJ/mol
**SMILES string**: OCPF
**E_HOMO**: -9.73 eV
**LUMO energy**: 0.72 eV
**Frontier orbital gap**: 10.4509 eV

(3)
C37H42MnN8O3SSe as an isolated structure, computed with ωB97M-V/def2-TZVPD.

XYZ file:
```
93
Properties=species:S:1:pos:R:3
Mn -0.19999 -0.31492 -0.31115
C -1.51432 1.30292 3.71606
C -0.78693 0.60575 2.60867
N -0.35014 1.13108 1.53534
N -0.53479 2.45042 1.27811
C -0.20339 2.96855 0.06204
N -0.40741 4.30517 -0.02084
S 0.40530 2.09787 -1.21664
C -0.52180 -0.84849 2.74492
C -0.53169 -1.48854 3.97316
C -0.22378 -2.84094 4.01630
C 0.07521 -3.50514 2.84285
C 0.04857 -2.79205 1.65367
N -0.25118 -1.50176 1.61222
H -1.84957 2.30613 3.46432
H -0.86868 1.37802 4.59390
H -2.39298 0.72212 3.99503
H -1.12137 3.00191 1.88742
H -0.30508 4.86410 0.81374
H -0.06370 4.73580 -0.86355
H -0.74993 -0.94956 4.88344
H -0.21425 -3.36465 4.96283
H 0.32324 -4.55676 2.83778
H 0.26620 -3.25334 0.69800
O -4.84898 -2.88345 -1.95109
C -5.28721 -1.90623 -1.14190
C -6.65107 -1.87550 -0.84700
C -7.17093 -0.90425 -0.01538
C -6.34068 0.06532 0.54161
C -4.99072 0.04097 0.24523
C -4.43887 -0.92940 -0.59049
C -2.97064 -0.88746 -0.84545
O -2.28052 0.07243 -0.33649
N -2.48168 -1.84493 -1.58935
N -1.09099 -1.85132 -1.67771
C -0.57612 -1.34802 -2.74582
C 0.85881 -1.40053 -3.03739
C 1.20044 -1.62636 -4.37767
C 2.49074 -1.90654 -4.77032
C 3.48016 -1.96864 -3.78358
C 3.17985 -1.70797 -2.46643
C 1.87560 -1.35423 -2.04291
O 1.66458 -1.03267 -0.79649
H -3.86486 -2.77150 -2.02253
H -7.28069 -2.63683 -1.28821
H -8.23202 -0.90010 0.20062
H -6.74717 0.82907 1.19110
H -4.31860 0.78713 0.64796
H -1.23820 -0.94975 -3.52014
H 0.40588 -1.61630 -5.11685
H 2.72441 -2.09758 -5.80819
H 4.49802 -2.22126 -4.05651
H 3.94777 -1.73812 -1.70104
C 6.10675 -0.60523 0.72106
C 6.08106 0.91851 0.68804
C 5.18534 1.46754 -0.42037
C 3.69572 1.30207 -0.14533
N 3.23427 2.19439 0.91783
C 2.93148 1.84225 2.19818
Se 2.97882 0.16717 2.91683
N 2.54021 2.98194 2.84264
C 2.13557 3.05857 4.23865
C 3.25931 2.84680 5.24666
C 4.35097 3.91697 5.24456
C 5.26682 3.90334 4.01975
C 2.52491 4.04414 1.95216
C 2.19053 5.38164 2.10459
C 2.29450 6.19543 0.98265
C 2.72626 5.68579 -0.24396
C 3.07810 4.35042 -0.38692
C 2.97603 3.54209 0.73391
H 6.81751 -0.97010 1.46326
H 6.40090 -1.00794 -0.25144
H 5.12779 -1.01131 0.97773
H 7.09501 1.30277 0.55133
H 5.73596 1.29857 1.65520
H 5.40302 0.94507 -1.35717
H 5.40446 2.52525 -0.59740
H 3.42866 0.28740 0.14530
H 3.10217 1.53465 -1.03071
H 1.33308 2.33688 4.40020
H 1.72153 4.05958 4.38175
H 3.70001 1.86243 5.09079
H 2.78106 2.82682 6.23084
H 4.96523 3.75729 6.13385
H 3.90091 4.90866 5.36780
H 5.59823 2.88620 3.79813
H 6.15353 4.51267 4.19719
H 4.78055 4.29686 3.12763
H 1.87570 5.78899 3.05636
H 2.05006 7.24604 1.06593
H 2.80089 6.34708 -1.09678
H 3.41234 3.95410 -1.33551
```

**Spin multiplicity**: 6
**Energy above the lowest of the compared OMol25 structures with the same formula, charge and spin**: 57.0 kJ/mol
**E_HOMO (spin up / spin down)**: -7.11 / -7.20 eV
**LUMO energy (spin up / spin down)**: -0.49 / -0.54 eV
**⟨S²⟩**: 8.756
**Frontier orbital gap (spin up / spin down)**: 6.6176 / 6.6545 eV

no.,DFT total energy (Ha)
1,-3059.03054
2,-556.93424
3,-6049.65130